1.
Here is 2 unconnected molecules or ions with the total composition C19H31N3O4 from the OMol25 dataset. Energies are from wB97M-V/def2-TZVPD.

Values from the calculation:
- Charge: 0
- Highest occupied orbital energy: -9.176 eV
- SMILES: CNC(=O)[C@H](CC(C)C)NC(C)=O.CONC(=O)Cc1ccccc1C
- Energy relative to the best compared isomer or geometry (same formula, charge and spin): 66.4 kcal/mol

CARTESIAN COORDINATES (ANGSTROEM)
C: 0.348 1.480 6.975
N: 1.733 1.867 6.700
C: 2.264 2.233 5.528
O: 3.446 2.548 5.491
C: 1.372 2.323 4.267
C: 2.157 2.523 2.947
C: 1.311 2.481 1.658
C: 2.196 2.766 0.443
C: 0.634 1.123 1.451
N: 0.277 3.304 4.383
C: 0.295 4.576 4.788
C: 1.575 5.257 5.227
O: -0.751 5.205 4.815
H: -0.309 2.347 6.885
H: 0.271 1.092 7.992
H: 0.022 0.705 6.280
H: 2.381 1.873 7.473
H: 0.905 1.342 4.199
H: 2.676 3.480 2.984
H: 2.920 1.746 2.883
H: 0.542 3.252 1.700
H: 1.589 2.778 -0.462
H: 2.673 3.740 0.555
H: 2.964 1.997 0.348
H: 0.122 1.109 0.488
H: 1.376 0.324 1.464
H: -0.106 0.949 2.229
H: -0.640 2.990 4.110
H: 1.393 6.327 5.308
H: 1.879 4.873 6.197
H: 2.364 5.089 4.500
C: 2.082 -3.538 -4.365
O: 1.438 -2.376 -3.842
N: 0.026 -2.513 -3.872
C: -0.809 -2.295 -2.789
O: -0.361 -1.981 -1.696
C: -2.316 -2.494 -2.935
C: -2.716 -2.743 -4.376
C: -3.061 -1.637 -5.167
C: -3.407 -1.798 -6.509
C: -3.409 -3.071 -7.078
C: -3.060 -4.180 -6.305
C: -2.706 -4.033 -4.955
C: -2.321 -5.260 -4.164
H: 1.744 -4.434 -3.835
H: 3.165 -3.449 -4.239
H: 1.863 -3.652 -5.431
H: -0.436 -2.664 -4.768
H: -2.819 -1.600 -2.558
H: -2.625 -3.329 -2.301
H: -3.059 -0.637 -4.741
H: -3.675 -0.933 -7.110
H: -3.681 -3.199 -8.122
H: -3.064 -5.164 -6.764
H: -1.332 -5.132 -3.714
H: -3.050 -5.439 -3.368
H: -2.290 -6.147 -4.803



2.
Here is a molecular structure, C19H31NO2 from the OMol25 dataset. Energies are from wB97M-V/def2-TZVPD.

Values from the calculation:
- Charge: 0
- Highest occupied orbital energy: -8.180 eV
- Energy relative to the best compared isomer or geometry (same formula, charge and spin): 426.2 kcal/mol

CARTESIAN COORDINATES (ANGSTROEM)
C: 1.167 -0.856 -4.688
C: 0.731 -1.766 -3.530
C: 1.712 -1.646 -2.279
C: 1.420 -2.645 -1.258
C: 2.288 -2.514 -0.251
C: 2.204 -3.368 1.041
C: 0.943 -3.087 1.622
C: 0.425 -1.718 2.091
C: -0.842 -1.500 2.853
C: -1.398 0.022 2.536
C: -0.338 1.031 3.140
C: -0.942 2.282 2.538
N: -0.230 3.526 1.871
O: 1.302 3.420 2.131
C: -0.975 2.754 0.957
C: -1.872 3.549 0.399
C: -2.462 3.438 -0.956
C: -1.712 2.436 -1.717
C: -0.775 1.802 -1.132
C: 0.009 1.958 0.090
O: 0.892 1.323 0.378
H: 1.731 2.519 1.638
H: -0.100 1.078 -1.807
H: -2.002 2.281 -2.617
C: -3.856 3.930 -1.177
H: -4.116 4.822 -0.565
H: -4.466 3.413 -1.817
H: -3.410 4.636 -2.064
H: -2.356 4.232 1.068
H: -1.779 2.847 2.919
H: -0.336 1.128 4.156
H: 0.478 0.819 2.508
H: -2.298 0.132 3.162
H: -1.616 0.061 1.376
H: -1.514 -2.159 2.450
H: -0.584 -1.526 4.116
H: 0.316 -1.143 1.151
H: 1.602 -1.133 2.665
H: 0.016 -3.497 1.141
H: 0.857 -3.769 2.792
H: 3.009 -3.011 1.832
H: 2.495 -4.437 0.897
H: 3.525 -2.811 -0.500
H: 2.498 -1.449 0.054
H: 1.493 -3.860 -1.543
H: 0.368 -2.336 -0.926
H: 2.793 -1.850 -2.858
H: 1.743 -0.562 -2.156
H: 0.740 -2.968 -3.829
H: -0.096 -1.813 -3.152
H: 0.350 -1.069 -5.453
H: 2.061 -1.140 -5.043
H: 0.911 0.196 -4.251



3.
Here is a single C19H31NO3 molecule from the OMol25 dataset. Energies are from wB97M-V/def2-TZVPD.

Values from the calculation:
- Charge: 0
- Highest occupied orbital energy: -8.162 eV
- SMILES: CCCCOc1ccc([C@@](O)(CC)CCN2CCOCC2)cc1
- Energy relative to the best compared isomer or geometry (same formula, charge and spin): 41.9 kcal/mol

CARTESIAN COORDINATES (ANGSTROEM)
C: -6.544 -0.156 -0.559
C: -5.125 -0.644 -0.826
C: -4.097 -0.060 0.141
C: -3.913 1.451 -0.025
O: -2.879 1.960 0.791
C: -1.578 1.731 0.456
C: -1.127 1.160 -0.727
C: 0.230 0.983 -0.940
C: 1.172 1.353 0.006
C: 2.662 1.135 -0.243
O: 2.868 0.428 -1.446
C: 3.309 2.526 -0.423
C: 4.748 2.470 -0.924
C: 3.298 0.372 0.953
C: 3.310 -1.149 0.761
N: 2.028 -1.671 0.311
C: 1.028 -1.698 1.368
C: -0.307 -2.157 0.787
O: -0.206 -3.429 0.189
C: 0.778 -3.420 -0.816
C: 2.140 -3.005 -0.260
C: 0.714 1.966 1.170
C: -0.633 2.147 1.395
H: -6.632 0.912 -0.739
H: -6.827 -0.357 0.472
H: -7.247 -0.668 -1.212
H: -4.842 -0.392 -1.851
H: -5.101 -1.732 -0.735
H: -4.399 -0.263 1.170
H: -3.134 -0.551 -0.020
H: -3.741 1.706 -1.079
H: -4.806 1.982 0.314
H: -1.816 0.850 -1.498
H: 0.557 0.554 -1.876
H: 2.444 -0.433 -1.322
H: 2.707 3.068 -1.154
H: 3.258 3.063 0.525
H: 5.098 3.474 -1.150
H: 4.795 1.868 -1.826
H: 5.415 2.037 -0.182
H: 2.768 0.627 1.868
H: 4.335 0.684 1.074
H: 3.634 -1.625 1.703
H: 4.050 -1.396 -0.006
H: 0.908 -0.695 1.778
H: 1.330 -2.385 2.179
H: -1.059 -2.245 1.573
H: -0.638 -1.418 0.042
H: 0.818 -4.434 -1.217
H: 0.487 -2.721 -1.615
H: 2.875 -2.991 -1.069
H: 2.461 -3.743 0.496
H: 1.413 2.313 1.916
H: -0.986 2.617 2.300



4.
Here is a molecular structure, C19H31OSiY from the OMol25 dataset. Energies are from wB97M-V/def2-TZVPD.

Values from the calculation:
- Charge: -2
- Highest occupied orbital energy: 2.804 eV
- Energy relative to the best compared isomer or geometry (same formula, charge and spin): 0.0 kcal/mol

CARTESIAN COORDINATES (ANGSTROEM)
Y: 0.196 0.638 0.072
C: 2.412 1.375 1.375
C: 2.900 0.505 0.348
C: 2.603 1.095 -0.919
H: 3.442 -0.433 0.495
C: 1.938 2.343 -0.679
C: 1.835 2.512 0.738
H: 1.430 3.385 1.247
H: 2.489 1.220 2.457
H: 2.924 0.716 -1.889
H: 1.621 3.060 -1.436
C: -2.238 1.069 0.932
C: -1.440 2.184 1.339
C: -1.084 2.913 0.162
H: -1.196 2.471 2.363
C: -1.603 2.225 -0.969
C: -2.309 1.071 -0.496
H: -2.888 0.384 -1.115
H: -2.740 0.364 1.593
H: -0.560 3.864 0.118
H: -1.559 2.582 -1.993
O: 0.070 -0.161 -2.041
C: -0.067 0.191 -3.510
C: 0.588 -1.133 -3.946
C: 0.715 1.454 -3.811
C: -1.539 0.276 -3.866
C: 0.649 -1.485 -2.471
H: 1.571 -1.027 -4.408
H: -0.060 -1.787 -4.531
H: -0.026 -2.292 -2.161
H: 1.658 -1.597 -2.054
H: 0.657 1.701 -4.881
H: 1.771 1.338 -3.540
H: 0.287 2.297 -3.249
H: -1.675 0.272 -4.957
H: -1.962 1.210 -3.484
H: -2.091 -0.571 -3.443
C: -2.080 -1.301 3.634
Si: -0.393 -1.960 3.104
C: 0.806 -1.563 4.518
C: -0.617 -3.834 2.998
C: 0.285 -1.356 1.475
H: -2.296 -1.647 4.658
H: -2.877 -1.698 2.988
H: -2.152 -0.207 3.633
H: 0.443 -2.015 5.456
H: 1.806 -1.979 4.319
H: 0.922 -0.483 4.693
H: -1.439 -4.077 2.312
H: 0.295 -4.318 2.622
H: -0.855 -4.255 3.985
H: 1.398 -1.451 1.555
H: 0.037 -2.085 0.661



5.
Here is 2 unconnected molecules or ions with the total composition C19H31Si from the OMol25 dataset. Energies are from wB97M-V/def2-TZVPD.

Values from the calculation:
- Charge: +1
- Highest occupied orbital energy: -11.102 eV

CARTESIAN COORDINATES (ANGSTROEM)
C: -1.044 0.147 -2.756
C: 0.153 0.772 -2.172
C: 1.485 0.561 -2.615
C: 2.406 1.661 -2.788
C: 1.921 3.078 -2.813
C: 3.757 1.413 -2.994
C: 4.258 0.109 -3.116
C: 5.725 -0.132 -3.269
C: 3.349 -0.953 -3.099
C: 1.989 -0.761 -2.886
C: 1.101 -1.962 -2.917
H: -1.870 0.872 -2.793
H: -0.887 -0.245 -3.773
H: -1.385 -0.675 -2.113
H: -0.033 1.675 -1.586
H: 2.785 3.752 -2.851
H: 1.306 3.285 -3.702
H: 1.325 3.323 -1.929
H: 4.447 2.260 -3.068
H: 5.926 -1.205 -3.306
H: 6.117 0.326 -4.185
H: 6.283 0.297 -2.427
H: 3.722 -1.969 -3.246
H: 1.724 -2.864 -2.966
H: 0.479 -2.041 -2.016
H: 0.446 -1.976 -3.799
C: -2.176 1.684 4.768
Si: -2.446 -0.053 4.139
C: -0.992 -1.144 4.575
C: -4.021 -0.786 4.845
C: -2.618 -0.005 2.219
C: -2.777 -1.402 1.558
C: -1.836 -1.397 0.318
C: -0.998 -0.150 0.477
C: -1.437 0.601 1.520
H: -3.036 2.330 4.545
H: -2.038 1.666 5.858
H: -1.281 2.135 4.319
H: -1.148 -2.184 4.256
H: -0.068 -0.777 4.109
H: -0.851 -1.139 5.666
H: -4.160 -1.830 4.531
H: -3.975 -0.768 5.944
H: -4.906 -0.215 4.534
H: -3.552 0.573 2.089
H: -2.477 -2.207 2.244
H: -3.823 -1.588 1.285
H: -1.254 -2.328 0.246
H: -2.466 -1.352 -0.583
H: -0.114 0.026 -0.128
H: -1.035 1.563 1.853



6.
Here is a molecular structure, C19H32BMnN6Se2 from the OMol25 dataset. Energies are from wB97M-V/def2-TZVPD.

Values from the calculation:
- Charge: +2
- Multiplicity: 5
- Highest occupied orbital energy (alpha / beta): -13.929 / -13.912 eV
- Energy relative to the best compared isomer or geometry (same formula, charge and spin): 0.0 kcal/mol

CARTESIAN COORDINATES (ANGSTROEM)
Mn: 0.014 0.112 0.208
C: -0.758 2.770 2.097
C: -1.870 2.013 1.446
C: -3.240 2.166 1.493
C: -3.789 1.159 0.690
C: -5.222 0.865 0.384
N: -2.788 0.436 0.185
N: -1.626 0.953 0.643
B: -2.656 -0.818 -0.747
N: -1.971 -1.911 0.107
N: -0.836 -1.625 0.824
C: -0.544 -2.702 1.575
C: 0.610 -2.767 2.524
C: -1.480 -3.692 1.315
C: -2.364 -3.164 0.390
C: -3.576 -3.791 -0.228
N: -1.729 -0.380 -1.921
N: -0.514 0.179 -1.666
C: 0.068 0.525 -2.822
C: 1.387 1.219 -2.886
C: -0.783 0.147 -3.851
C: -1.902 -0.418 -3.252
C: -3.132 -0.978 -3.893
H: -1.148 3.605 2.674
H: -0.075 3.191 1.356
H: -0.199 2.142 2.794
H: -3.787 2.918 2.040
H: -5.859 1.582 0.894
H: -5.497 -0.137 0.715
H: -5.417 0.930 -0.687
H: -3.726 -1.175 -1.150
H: 0.996 -1.784 2.780
H: 1.421 -3.369 2.107
H: 0.299 -3.250 3.449
H: -1.527 -4.674 1.762
H: -3.625 -4.841 0.052
H: -3.552 -3.727 -1.316
H: -4.492 -3.306 0.114
H: 1.833 1.331 -1.899
H: 1.275 2.215 -3.316
H: 2.086 0.670 -3.517
H: -0.619 0.281 -4.910
H: -3.024 -0.944 -4.974
H: -4.019 -0.403 -3.622
H: -3.303 -2.013 -3.595
C: 3.690 1.008 0.440
Se: 2.357 -0.405 0.480
C: 3.319 -1.885 -0.391
C: 2.809 -2.246 -1.757
Se: 1.014 -2.959 -1.662
C: 0.880 -3.344 -3.561
H: 4.412 0.751 1.205
H: 3.203 1.950 0.674
H: 4.134 1.043 -0.550
H: 3.284 -2.706 0.319
H: 4.333 -1.489 -0.425
H: 3.469 -3.017 -2.152
H: 2.832 -1.389 -2.427
H: 1.248 -2.495 -4.135
H: -0.174 -3.490 -3.780
H: 1.436 -4.244 -3.801



7.
Here is 3 unconnected molecules or ions with the total composition C19H32BrN4O5S2 from the OMol25 dataset. Energies are from wB97M-V/def2-TZVPD.

Values from the calculation:
- Charge: +1
- Highest occupied orbital energy: -12.094 eV

CARTESIAN COORDINATES (ANGSTROEM)
C: 3.285 -0.847 0.188
C: 2.020 -0.143 0.810
Br: 2.549 1.438 1.910
C: 0.896 0.213 -0.223
C: 1.246 1.361 -1.244
O: 2.520 1.367 -1.884
C: 0.244 1.007 -2.474
N: -0.400 2.361 -2.678
C: -0.496 2.813 -1.326
N: -1.536 3.180 -0.651
C: -2.867 3.110 -1.296
C: -3.762 2.032 -0.867
C: -5.034 2.045 -1.612
C: -5.182 3.091 -2.612
N: -4.346 4.097 -2.957
C: -3.165 4.116 -2.292
N: 0.899 2.762 -0.886
H: 3.906 -0.143 -0.421
H: 2.896 -1.716 -0.417
H: 3.954 -1.194 1.028
H: 1.603 -0.874 1.557
H: -0.091 0.448 0.269
H: 0.706 -0.727 -0.820
H: 2.602 0.496 -2.314
H: 0.704 0.755 -3.457
H: -0.632 0.382 -2.142
H: -1.287 2.174 -3.158
H: -1.436 3.487 0.322
H: -3.515 1.280 -0.089
H: -5.831 1.265 -1.416
H: -6.144 3.058 -3.188
H: -2.422 4.913 -2.552
H: 1.441 3.444 -1.430
C: 7.945 0.100 3.942
C: 6.888 0.086 5.051
C: 5.605 -0.502 4.455
S: 6.124 -1.602 3.139
O: 5.658 -1.064 1.878
O: 5.868 -2.966 3.527
C: 7.873 -1.273 3.284
H: 8.941 0.303 4.335
H: 7.704 0.878 3.213
H: 7.234 -0.544 5.875
H: 6.713 1.084 5.454
H: 5.039 -1.067 5.193
H: 4.975 0.273 4.018
H: 8.339 -1.304 2.300
H: 8.303 -2.042 3.927
C: -4.845 -3.219 -2.207
C: -5.807 -4.060 -1.361
C: -6.332 -3.164 -0.235
S: -6.280 -1.487 -0.862
O: -5.311 -0.732 -0.096
O: -7.625 -1.015 -1.071
C: -5.557 -1.893 -2.446
H: -4.593 -3.713 -3.145
H: -3.916 -3.051 -1.653
H: -6.640 -4.394 -1.985
H: -5.320 -4.950 -0.961
H: -7.356 -3.415 0.035
H: -5.693 -3.214 0.646
H: -4.887 -1.094 -2.763
H: -6.371 -2.008 -3.163



8.
Here is a molecular structure, C19H32CsNO8Si2Te from the OMol25 dataset. Energies are from wB97M-V/def2-TZVPD.

Values from the calculation:
- Charge: -2
- Highest occupied orbital energy: -3.057 eV

CARTESIAN COORDINATES (ANGSTROEM)
Cs: 1.803 -1.103 1.019
O: 0.726 -5.675 6.207
C: 0.961 -4.722 5.239
C: 0.912 -3.370 5.542
C: 1.166 -2.459 4.524
N: 1.425 -2.884 3.295
C: 1.463 -4.175 2.977
C: 1.250 -5.145 3.952
C: 1.750 -4.645 1.506
O: 2.358 -5.727 1.447
O: 1.313 -3.929 0.573
C: 1.147 -0.926 4.822
O: 0.759 -0.644 5.970
O: 1.514 -0.145 3.910
H: 0.545 -5.202 7.030
H: 0.683 -2.998 6.534
H: 1.320 -6.195 3.707
C: 3.232 3.071 2.607
C: 3.693 2.157 1.479
C: 5.074 2.552 0.966
O: 3.865 0.827 1.997
C: 2.718 2.310 0.238
O: 2.482 3.478 -0.112
O: 2.310 1.245 -0.288
H: 4.002 3.144 3.381
H: 2.328 2.663 3.067
H: 3.008 4.059 2.209
H: 5.801 2.537 1.783
H: 5.031 3.548 0.527
H: 5.392 1.839 0.203
H: 3.165 0.609 2.637
C: -2.600 2.808 -4.728
Si: -3.301 3.246 -3.043
C: -2.494 4.818 -2.415
C: -5.151 3.578 -3.230
C: -3.045 1.837 -1.846
Te: -0.955 1.592 -1.344
C: -1.301 -0.486 -0.848
Si: -1.102 -1.682 -2.289
C: -2.220 -1.160 -3.716
C: -1.610 -3.396 -1.718
C: 0.701 -1.718 -2.777
H: -2.625 3.671 -5.398
H: -3.163 1.999 -5.198
H: -1.561 2.487 -4.627
H: -2.625 5.629 -3.136
H: -1.423 4.682 -2.250
H: -2.939 5.136 -1.470
H: -5.341 4.403 -3.922
H: -5.590 3.842 -2.265
H: -5.675 2.696 -3.606
H: -3.395 0.911 -2.306
H: -3.620 1.997 -0.932
H: -2.291 -0.486 -0.390
H: -0.614 -0.861 -0.092
H: -3.264 -1.168 -3.391
H: -2.135 -1.840 -4.568
H: -1.972 -0.152 -4.057
H: -2.614 -3.400 -1.286
H: -0.901 -3.744 -0.960
H: -1.596 -4.112 -2.544
H: 1.134 -0.717 -2.830
H: 0.849 -2.212 -3.741
H: 1.243 -2.300 -2.026



Computed total energy (a.u.) in order:
-1207.78690 -947.16785 -1023.04194 -1145.54246 -1031.79561 -7049.99346 -4708.46655 -2267.25495
Computed max |F| (eV Å⁻¹) in order:
2.6 12.7 0.6 2.0 2.6 1.3 4.1 0.9